# 1
Molecular formula: C11H32AuN2O5P2
Method: DFT, ωB97M-V/def2-TZVPD

Computed properties:
E_tot = -1741.92224 Eh
LUMO (alpha / beta) = -3.85 / -6.00 eV
Maximum force = 0.080 Eh/bohr
Spin multiplicity = 3
Charge = +1
Gap between HOMO and LUMO (alpha / beta) = 5.08 / 5.03 eV

Atoms and positions in Å:
O: 3.2026 1.1732 -2.6391
H: 3.5136 1.8137 -3.3109
Au: 1.0741 -0.0675 -0.7068
N: -1.5967 0.0299 -1.3683
N: 0.7361 -0.4721 -2.7908
O: -2.8000 0.0175 -0.6827
O: 1.6730 -0.4604 -3.6929
C: -1.6443 -0.8030 -2.4025
C: -0.4669 -0.8705 -3.2363
C: -2.8917 -1.5371 -2.7611
C: -0.4385 -1.2687 -4.6644
H: -3.6830 -0.8264 -3.0400
H: -3.2319 -2.1401 -1.9084
H: -2.7014 -2.1986 -3.6104
H: 0.2852 -2.0797 -4.8135
H: -0.0937 -0.4259 -5.2781
H: -1.4223 -1.5821 -5.0137
H: -2.9934 1.0020 -0.5756
H: 2.6418 0.4232 -3.1235
O: -0.2143 -3.6078 0.3205
H: -0.6676 -4.3926 0.6725
H: 0.1919 -3.9071 -0.5073
C: 1.9477 1.7971 -1.2242
H: 2.5618 1.6920 -0.3243
H: 0.8562 1.6470 -1.4931
H: 2.0805 2.8099 -1.6016
O: -3.1620 2.5880 -0.6441
H: -2.3081 2.9620 -0.9135
H: -3.4946 3.1769 0.0582
C: 2.8359 0.5048 2.2915
P: 1.7395 -0.6786 1.4284
C: 2.7050 -2.2168 1.3601
C: 0.3815 -1.1218 2.5890
C: -0.8716 -0.2472 2.4849
P: -0.5463 1.5659 2.2104
C: -2.2718 2.1221 2.4930
C: 0.1503 2.0101 3.8631
H: 3.8298 0.0347 2.3584
H: 2.4809 0.7386 3.3070
H: 2.9236 1.4327 1.7120
H: 3.1923 -2.4120 2.3276
H: 2.0243 -3.0408 1.1004
H: 3.4694 -2.1059 0.5791
H: 0.1163 -2.1566 2.3222
H: 0.7991 -1.1207 3.6115
H: -1.4822 -0.5661 1.6227
H: -1.4821 -0.3410 3.3977
H: -2.5551 1.9324 3.5361
H: -2.3159 3.2017 2.2990
H: -2.9631 1.5999 1.8183
H: -0.6163 2.5276 4.4526
H: 0.5197 1.1391 4.4190
H: 0.9829 2.7053 3.6915

# 2
Molecular formula: C11H32Cl2N2O2RuSbSi3
Method: DFT, ωB97M-V/def2-TZVPD

Computed properties:
E_tot = -2821.68294 Eh
LUMO (alpha / beta) = -6.56 / -8.76 eV
Maximum force = 0.040 Eh/bohr
Spin multiplicity = 6
Charge = +2
Gap between HOMO and LUMO (alpha / beta) = 6.72 / 5.67 eV

Atoms and positions in Å:
Ru: -0.5998 -1.0549 -1.3618
N: 1.0623 -0.6258 -3.3631
N: 1.5314 0.5155 -2.6442
C: 0.5039 1.3516 -2.1414
O: 0.8641 2.3022 -1.4431
O: -0.6817 0.9713 -2.3017
H: 1.8548 -1.2451 -3.5383
H: 0.6702 -0.3584 -4.2767
H: 2.2967 1.0299 -3.0742
Cl: -2.7107 -1.2487 -3.0837
C: -2.0335 -2.6178 -3.9689
Cl: -0.6721 -3.2268 -3.0169
H: -1.6707 -2.2806 -4.9409
H: -2.7886 -3.3989 -4.0619
C: 2.3516 1.3278 3.3619
Si: 2.5903 1.8775 1.5574
C: 2.2003 3.6765 1.1437
C: 3.8273 0.8808 0.5069
Sb: 0.1937 0.4544 0.6066
Si: -2.3283 1.8077 0.7936
C: -2.2359 1.9747 2.6938
C: -3.3324 0.2894 0.2071
C: -2.1527 3.3481 -0.2924
Si: -0.1144 -2.6604 0.4243
C: -1.9244 -3.3587 0.2676
C: 1.4964 -3.2843 -0.4483
C: 0.2631 -2.6069 2.3004
H: 3.1257 1.7491 3.9977
H: 2.3952 0.2474 3.4665
H: 1.3952 1.6607 3.7553
H: 3.1084 4.2734 1.1215
H: 1.5258 4.1287 1.8663
H: 1.7385 3.7292 0.1608
H: 4.8418 1.2671 0.5965
H: 3.5326 0.9347 -0.5410
H: 3.8443 -0.1670 0.8064
H: -2.0824 1.0135 3.1806
H: -3.1574 2.3960 3.0841
H: -1.4272 2.6360 2.9935
H: -3.4547 -0.4508 0.9961
H: -2.8164 -0.1910 -0.6351
H: -4.3246 0.5640 -0.1408
H: -1.7434 4.1932 0.2587
H: -3.1152 3.6505 -0.7028
H: -1.4822 3.1459 -1.1285
H: -2.5021 -2.9127 -0.5516
H: -2.4607 -3.1843 1.1967
H: -1.9098 -4.4304 0.0994
H: 1.6501 -2.8129 -1.4232
H: 1.4624 -4.3569 -0.6018
H: 2.3647 -3.0702 0.1695
H: -0.4615 -2.0292 2.8667
H: 1.2513 -2.2085 2.5082
H: 0.2425 -3.6178 2.6937

# 3
Molecular formula: C11H32N4O5Sc
Method: DFT, ωB97M-V/def2-TZVPD

Computed properties:
ΔE to the lowest compared entry with this formula, charge and spin = 0.426 eV
E_tot = -1793.92985 Eh
LUMO (alpha / beta) = -2.42 / -2.40 eV
Maximum force = 0.062 Eh/bohr
Spin multiplicity = 1
Charge = +1
Gap between HOMO and LUMO (alpha / beta) = 6.23 / 5.99 eV

Atoms and positions in Å:
O: -1.1675 0.4529 -2.9165
H: -1.2832 0.3403 -3.8542
Sc: -0.1663 0.3016 -0.0547
N: 1.9091 -0.4499 0.0844
N: 1.1536 1.3781 -1.3910
O: 2.3108 -1.4745 1.0499
O: 0.5989 2.3246 -2.3157
C: 2.9204 0.1419 -0.5965
C: 2.4704 1.1370 -1.5054
C: 4.3797 0.0450 -0.2634
C: 3.2807 1.9175 -2.4970
H: 4.7550 -0.8729 0.2047
H: 4.6032 0.8763 0.4250
H: 4.9719 0.2073 -1.1788
H: 2.5588 2.5439 -3.0175
H: 3.7698 1.2835 -3.2537
H: 4.0586 2.5927 -2.1001
H: 2.2399 -0.9716 1.9169
H: -0.2196 1.8540 -2.7107
O: -0.2869 2.5299 0.5908
H: 0.4046 2.7858 1.2458
H: -0.0025 3.0281 -0.2017
C: -0.4359 -0.8472 -2.3598
H: -1.2223 -1.4649 -1.8942
H: 0.4586 -0.5677 -1.7462
H: -0.0214 -1.3214 -3.2663
O: 0.6096 -3.9361 -0.2117
H: 1.4832 -3.5061 -0.3235
H: 0.3181 -4.1796 -1.1329
C: -3.2119 -1.0534 -0.2926
N: -2.4683 0.2149 0.0445
C: -3.0315 1.3024 -0.7876
C: -2.6951 0.5786 1.4759
C: -2.0615 -0.4690 2.3679
N: -0.5954 -0.6287 2.1400
C: 0.1003 0.2932 3.0809
C: -0.2319 -2.0310 2.5305
H: -3.2669 -1.1355 -1.3938
H: -2.7010 -1.9423 0.1221
H: -4.2546 -0.9997 0.0939
H: -4.1334 1.2807 -0.7210
H: -2.6796 2.2656 -0.4028
H: -2.7037 1.1707 -1.8265
H: -2.3068 1.5945 1.6445
H: -3.7841 0.6141 1.6709
H: -2.2066 -0.1541 3.4104
H: -2.5659 -1.4290 2.2168
H: 0.0627 -0.1690 4.0838
H: 1.1554 0.4390 2.7999
H: -0.4399 1.2506 3.1075
H: -0.4155 -2.1450 3.6160
H: -0.8364 -2.7610 1.9762
H: 0.8223 -2.2354 2.3166